1.
Below is a cluster of 4 separate species, C7H9ClN2 in total at a distorted geometry, with properties calculated with ωB97M-V/def2-TZVPD.

LUMO level, eV: 0.24
Energy above the lowest of the compared OMol25 structures with the same formula, charge and spin, eV: 5.401
HOMO, eV: -10.0

CARTESIAN COORDINATES (ANGSTROEM)
1 C -0.749 -2.325 1.013
2 C -2.943 0.226 0.570
3 C -3.257 0.726 -0.476
4 C 0.102 -0.624 -2.184
5 C -0.139 -1.927 -1.455
6 C 0.145 0.425 -0.999
7 C -0.270 -1.492 0.009
8 N -1.246 -2.920 1.840
9 N -0.207 -0.224 0.146
10 Cl -3.496 1.422 -1.962
11 H -2.614 -0.140 1.486
12 H 1.711 1.400 4.691
13 H 1.064 -0.774 -2.842
14 H -0.707 -0.347 -2.873
15 H -1.074 -2.529 -1.706
16 H 0.702 -2.667 -1.412
17 H 1.098 0.779 -0.867
18 H -0.593 1.125 -1.392
19 H 2.105 0.612 4.690

Atom charges from the Löwdin analysis, given in e for atoms 1 to 2: atom 1 (C): -0.18, atom 2 (C): 0.04



2.
Below is a structure of composition C25H28BF2N3NiO4 at a distorted geometry, with properties calculated with ωB97M-V/def2-TZVPD.

LUMO level (spin up / spin down), eV: -1.14 / -1.14
HOMO (spin up / spin down), eV: -5.9 / -5.9

CARTESIAN COORDINATES (ANGSTROEM)
1 Ni -1.526 1.930 -0.241
2 O -0.346 2.804 4.359
3 C -0.627 3.092 3.072
4 O 0.419 2.611 2.127
5 C -1.747 3.645 2.503
6 C -2.729 4.258 3.351
7 C -3.704 5.034 2.816
8 C -3.742 5.205 1.422
9 C -2.819 4.539 0.642
10 N -1.836 3.751 1.131
11 C -2.907 4.756 -0.828
12 O -3.834 5.277 -1.378
13 O -1.791 4.408 -1.536
14 H -0.688 1.940 4.650
15 H -2.637 4.104 4.412
16 H -4.431 5.522 3.447
17 H -4.480 5.835 0.956
18 C -0.058 -4.213 -3.573
19 C 0.329 -2.850 -4.162
20 C -0.221 -2.764 -5.586
21 C 1.856 -2.737 -4.246
22 C -0.217 -1.757 -3.263
23 C -1.219 -0.858 -3.665
24 C -1.606 0.161 -2.819
25 N -1.109 0.327 -1.600
26 C -0.196 -0.578 -1.149
27 C 0.268 -1.609 -1.981
28 C 0.302 -0.355 0.174
29 C 1.087 -1.238 0.931
30 C 1.545 -0.928 2.192
31 C 1.290 0.390 2.667
32 C 0.561 1.203 1.849
33 N -0.009 0.877 0.704
34 C 2.415 -1.906 2.961
35 C 2.656 -1.464 4.409
36 C 3.765 -1.971 2.228
37 C 1.773 -3.301 2.987
38 H 0.266 -5.004 -4.245
39 H -1.137 -4.280 -3.451
40 H 0.408 -4.371 -2.604
41 H 0.252 -3.534 -6.193
42 H -0.002 -1.796 -6.031
43 H -1.295 -2.933 -5.605
44 H 2.242 -3.501 -4.918
45 H 2.325 -2.876 -3.277
46 H 2.142 -1.761 -4.630
47 H -1.700 -0.945 -4.624
48 H -2.366 0.867 -3.132
49 H 1.038 -2.268 -1.612
50 H 1.311 -2.201 0.505
51 H 1.675 0.743 3.604
52 H 0.053 2.979 1.261
53 H 3.214 -0.530 4.453
54 H 3.242 -2.220 4.929
55 H 1.712 -1.345 4.938
56 H 4.210 -0.980 2.179
57 H 3.632 -2.334 1.213
58 H 4.457 -2.633 2.743
59 H 0.795 -3.258 3.460
60 H 2.400 -3.986 3.554
61 H 1.653 -3.709 1.987
62 F 0.022 3.301 -2.257
63 B -1.059 3.302 -1.473
64 F -3.275 2.137 -0.733

Atom charges from the Löwdin analysis, given in e for atoms 1 to 2: atom 1 (Ni): 0.36, atom 2 (O): 0.05



3.
Below is the ion C13H18N5O5 with charge -1 at a distorted geometry, with properties calculated with ωB97M-V/def2-TZVPD.

LUMO level, eV: 2.91
Charge: -1
Energy above the lowest of the compared OMol25 structures with the same formula, charge and spin, eV: 2.486
HOMO, eV: -5.0

CARTESIAN COORDINATES (ANGSTROEM)
1 O -2.455 -3.845 2.350
2 O 4.626 0.150 -2.522
3 O 0.276 2.571 -0.578
4 O -1.356 -0.681 -1.114
5 O 2.596 0.066 -3.567
6 N 0.484 0.136 3.150
7 C -2.582 -3.625 1.159
8 C 3.411 0.194 -2.567
9 C 0.827 1.987 -1.425
10 C -0.660 -0.690 -0.123
11 C 1.202 1.215 3.145
12 C -0.797 1.731 2.210
13 C -0.752 0.430 2.493
14 N 0.453 2.190 2.584
15 N 1.177 2.504 -2.643
16 N 0.583 -0.227 -0.129
17 N -2.195 -2.448 0.570
18 C -3.444 -4.563 0.419
19 C 1.230 3.802 -3.098
20 C 2.752 0.246 -1.183
21 C -1.843 -0.586 2.197
22 C 1.212 0.532 -1.265
23 C -1.252 -1.446 1.111
24 H 2.255 1.296 3.544
25 H -1.565 2.285 1.632
26 H 0.720 3.040 2.357
27 H 1.455 1.852 -3.324
28 H 1.182 -0.499 0.655
29 H -2.120 -2.388 -0.444
30 H -3.101 -4.795 -0.651
31 H -3.569 -5.421 0.990
32 H -4.390 -4.073 0.199
33 H 0.438 4.405 -2.642
34 H 2.180 4.193 -2.727
35 H 1.307 3.644 -4.101
36 H 2.908 -0.803 -0.777
37 H 3.237 0.833 -0.414
38 H -2.016 -1.157 3.107
39 H -2.878 -0.136 2.085
40 H 0.785 0.027 -2.152
41 H -0.323 -1.943 1.490

Atom charges from the Löwdin analysis, given in e for atoms 1 to 2: atom 1 (O): 0.04, atom 2 (O): -0.03



4.
Below is the molecule C7H4OS2 at a distorted geometry, with properties calculated with ωB97M-V/def2-TZVPD.

LUMO level (spin up / spin down), eV: -1.53 / -1.39
Energy above the lowest of the compared OMol25 structures with the same formula, charge and spin, eV: 7.742
HOMO (spin up / spin down), eV: -8.7 / -8.4

CARTESIAN COORDINATES (ANGSTROEM)
1 C -0.261 2.621 -1.024
2 C -1.160 -3.162 -0.509
3 C -0.502 1.851 -0.148
4 C -0.554 -2.194 -0.926
5 C 1.530 0.240 1.188
6 C -0.742 0.893 0.792
7 C 0.255 -1.049 -1.106
8 O 0.285 0.537 1.619
9 S 2.967 0.570 1.837
10 S 1.792 -0.795 -0.357
11 H -0.091 3.601 -1.327
12 H -1.826 -3.733 0.054
13 H -1.604 0.746 1.310
14 H -0.089 -0.127 -1.401

Atom charges from the Löwdin analysis, given in e for atoms 1 to 2: atom 1 (C): 0.17, atom 2 (C): 0.13



5.
Below is a cluster of 2 separate species, CH5INP in total at a distorted geometry, with properties calculated with ωB97M-V/def2-TZVPD.

LUMO level (spin up / spin down), eV: -0.11 / 0.32
Energy above the lowest of the compared OMol25 structures with the same formula, charge and spin, eV: 3.370
HOMO (spin up / spin down), eV: -7.3 / -7.2

CARTESIAN COORDINATES (ANGSTROEM)
1 C -0.286 -0.423 -1.383
2 N -0.149 0.456 -0.365
3 P -1.040 1.425 0.685
4 I -3.292 0.861 0.535
5 H -1.122 -0.952 -1.645
6 H 2.424 -0.553 1.721
7 H 0.689 -0.993 -1.665
8 H 0.868 0.691 -0.152
9 H 1.908 -0.510 2.269

Atom charges from the Löwdin analysis, given in e for atoms 1 to 2: atom 1 (C): -0.09, atom 2 (N): -0.54



6.
Below is the molecule C22H23N5O3S at a distorted geometry, with properties calculated with ωB97M-V/def2-TZVPD.

LUMO level, eV: -0.07
Energy above the lowest of the compared OMol25 structures with the same formula, charge and spin, eV: 3.007
HOMO, eV: -8.1

CARTESIAN COORDINATES (ANGSTROEM)
1 N 0.983 3.325 -1.600
2 C 0.746 2.005 -1.485
3 C 1.697 1.027 -1.246
4 C 1.031 -0.219 -1.252
5 N 1.438 -1.446 -1.030
6 C 0.477 -2.395 -1.101
7 C 0.836 -3.738 -0.869
8 C -0.107 -4.726 -0.930
9 C -1.446 -4.421 -1.221
10 C -1.832 -3.129 -1.449
11 C -0.886 -2.090 -1.396
12 N -1.301 -0.812 -1.612
13 C -0.356 0.077 -1.536
14 N -0.491 1.434 -1.669
15 C -1.740 2.106 -1.920
16 H -1.595 2.860 -2.700
17 H -2.429 1.344 -2.289
18 C -2.347 2.790 -0.670
19 N -2.720 1.957 0.444
20 C -1.643 1.478 1.291
21 C -2.269 0.947 2.584
22 O -3.171 -0.099 2.318
23 C -4.195 0.334 1.454
24 H -4.834 -0.533 1.279
25 C -3.629 0.865 0.135
26 H -4.444 1.247 -0.484
27 H -3.121 0.043 -0.393
28 H -4.779 1.130 1.942
29 H -1.504 0.534 3.243
30 H -2.792 1.770 3.094
31 H -0.967 2.305 1.522
32 H -1.066 0.662 0.829
33 H -1.652 3.542 -0.285
34 H -3.252 3.308 -1.005
35 H -2.856 -2.873 -1.672
36 H -2.174 -5.218 -1.263
37 H 0.173 -5.754 -0.752
38 H 1.870 -3.947 -0.646
39 S 3.385 1.378 -0.870
40 O 4.241 1.067 -1.981
41 O 3.400 2.753 -0.397
42 C 3.723 0.261 0.485
43 C 3.465 0.666 1.779
44 C 3.649 -0.235 2.815
45 C 4.077 -1.525 2.538
46 C 4.328 -1.918 1.232
47 C 4.148 -1.020 0.194
48 H 4.331 -1.287 -0.834
49 H 4.662 -2.923 1.026
50 H 4.215 -2.227 3.347
51 H 3.458 0.066 3.834
52 H 3.140 1.679 1.956
53 H 1.900 3.597 -1.254
54 H 0.224 3.980 -1.529

Atom charges from the Löwdin analysis, given in e for atoms 1 to 2: atom 1 (N): 0.20, atom 2 (C): -0.27



7.
Below is a structure of composition C31H30AsBr2IrNOSi, with properties calculated with ωB97M-V/def2-TZVPD.

LUMO level, eV: -4.08
Charge: +1
Energy above the lowest of the compared OMol25 structures with the same formula, charge and spin, eV: 1.013
HOMO, eV: -10.7

CARTESIAN COORDINATES (ANGSTROEM)
1 Ir 0.203 0.744 -0.042
2 Br -1.337 -0.392 4.589
3 C -1.831 -1.160 2.946
4 C -2.682 -2.283 2.933
5 C -3.089 -2.842 1.756
6 Br -4.242 -4.335 1.790
7 C -2.652 -2.308 0.516
8 C -3.041 -2.764 -0.760
9 C -2.573 -2.128 -1.878
10 C -1.668 -1.067 -1.745
11 N -1.245 -0.642 -0.570
12 C -1.769 -1.217 0.563
13 C -1.375 -0.602 1.778
14 O -0.630 0.500 1.714
15 H -3.021 -2.693 3.874
16 H -3.723 -3.600 -0.842
17 H -2.882 -2.433 -2.867
18 H -1.291 -0.553 -2.615
19 C 4.686 5.467 -0.813
20 C 3.556 5.650 -0.028
21 C 2.831 4.551 0.410
22 C 3.247 3.269 0.064
23 C 4.379 3.085 -0.724
24 C 5.097 4.187 -1.163
25 As 2.258 1.768 0.740
26 C 2.141 0.422 -0.600
27 C 2.689 -0.974 -0.686
28 C 2.088 -1.707 -1.846
29 C 1.325 -1.133 -2.789
30 C 1.156 0.303 -2.802
31 C 1.643 1.097 -1.803
32 C 3.094 1.152 2.346
33 C 4.480 1.144 2.469
34 C 5.055 0.638 3.625
35 C 4.248 0.152 4.647
36 C 2.866 0.177 4.523
37 C 2.279 0.680 3.371
38 H 5.249 6.325 -1.157
39 H 3.236 6.648 0.240
40 H 1.945 4.696 1.016
41 H 4.699 2.087 -1.001
42 H 5.976 4.047 -1.777
43 H 3.776 -0.926 -0.855
44 H 2.285 -2.772 -1.895
45 H 0.898 -1.725 -3.588
46 H 0.721 0.771 -3.680
47 H 1.684 2.169 -1.944
48 H 5.107 1.539 1.678
49 H 6.131 0.627 3.731
50 H 4.701 -0.241 5.548
51 H 2.239 -0.196 5.323
52 H 1.202 0.691 3.261
53 C 3.734 -3.552 2.693
54 Si 3.478 -3.378 0.853
55 C 2.561 -4.874 0.194
56 C 5.124 -3.166 -0.016
57 C 2.464 -1.790 0.612
58 H 4.273 -4.471 2.932
59 H 2.779 -3.580 3.224
60 H 4.309 -2.710 3.085
61 H 3.220 -5.744 0.158
62 H 2.153 -4.734 -0.809
63 H 1.726 -5.126 0.852
64 H 5.775 -4.016 0.201
65 H 5.639 -2.266 0.331
66 H 5.029 -3.105 -1.103
67 H 2.724 -1.149 1.459
68 H 1.394 -2.001 0.715

Atom charges from the Löwdin analysis, given in e for atoms 1 to 2: atom 1 (Ir): 1.09, atom 2 (Br): 0.85



no.,M (g/mol)
1,156.62
2,542.02
3,324.32
4,168.24
5,188.94
6,437.52
7,887.62